No. 1
C3H26NO9S | ωB97M-V/def2-TZVPD

Last column: Löwdin charge in e.
Cartesian coordinates (Å):
O: 1.56940 3.05829 2.10712  -0.093
H: 0.60656 0.42780 0.45286  0.047
C: -0.64064 -1.41993 -0.39194  -0.125
O: -2.26785 2.89318 -3.14368  -0.101
H: -0.47462 1.70247 2.82519  -0.004
H: 1.84424 -3.72865 0.80865  0.053
H: 1.67684 2.07765 2.14676  -0.035
H: -0.99523 -3.36244 -3.22250  -0.012
H: 3.14874 0.95900 -0.39860  0.036
H: -0.41966 3.11339 2.39265  0.036
H: 1.93088 3.26424 1.24808  0.035
H: -1.42994 -0.68814 -0.61082  0.081
H: 1.06530 1.06019 -1.22518  0.100
O: 0.27955 -4.41354 -2.01329  -0.063
O: -0.98146 -2.58563 -3.78996  -0.078
H: 1.07040 -4.46085 -1.47807  0.003
H: -2.99932 2.77427 -2.49765  -0.008
H: -0.33852 -3.96163 -1.41379  0.015
H: 3.03708 -0.73497 -0.57098  0.020
H: -2.49290 2.37697 1.42190  0.012
H: -3.89416 2.68012 1.95392  0.046
H: 2.87087 -2.89780 -0.08176  0.023
N: 0.61725 -1.01764 -1.03268  -0.116
O: -1.04759 2.37004 2.41262  -0.091
H: 1.01305 0.05470 3.00881  -0.100
O: -3.41193 2.57120 1.13442  -0.070
C: 1.08166 0.26860 -0.48403  -0.274
H: -0.33683 -0.59067 2.76125  0.014
O: -4.29373 2.01746 -1.37429  -0.074
O: 2.28735 -3.65150 -0.03244  -0.047
S: 2.84642 -0.13366 1.75322  0.345
H: -4.17531 1.07395 -1.53067  0.048
C: 2.58055 0.09674 -0.02199  -0.700
O: 0.08668 0.04368 3.33987  -0.121
H: -0.59154 -1.44635 0.70276  0.066
H: 1.27382 -1.78211 -0.98247  0.052
H: -0.96795 -2.33223 -0.89524  0.044
H: -4.14317 2.23502 -0.44142  -0.006
H: -0.40474 -1.97156 -3.31174  0.014
H: -1.90088 1.99370 -3.17955  0.025

Forces on atoms 1 to 2 (eV/Å):
O -0.05 -0.45 0.31
H -1.03 0.89 0.44

Summary:
- LUMO level (eV) = 2.692
- total charge = -1
- Kohn-Sham gap (eV) = 7.071
- energy relative to the best compared isomer or geometry (same formula, charge and spin) (kcal per mole) = 27.6
- highest occupied orbital energy (eV) = -4.379

No. 2
C45H94BN11O17S | ωB97M-V/def2-TZVPD

Last column: Löwdin charge in e.
Cartesian coordinates (Å):
H: -10.42554 -4.99593 -0.23228  0.138
C: -4.56307 2.02052 0.83198  -0.056
C: 1.30038 -1.50786 0.89775  0.003
H: 5.51854 -4.14555 7.37118  0.079
H: -10.90013 -1.74181 -0.72288  0.089
H: -3.87910 -3.12436 3.40325  0.128
C: 0.89019 9.73055 -3.49952  -0.349
H: -7.79109 -1.13812 7.04833  0.083
H: -5.53784 2.48084 1.00135  0.081
H: 1.73987 4.41012 -3.63541  0.089
H: -7.97031 -6.24536 -2.93574  0.060
O: 6.23238 6.41520 0.08766  0.004
H: 2.75310 5.39625 -1.55171  0.083
O: 3.02775 -2.50340 7.13118  -0.366
H: 1.44642 -5.70538 0.59342  0.132
O: -7.16744 -3.81584 4.44725  0.009
C: 0.43993 6.07055 -0.32779  -0.317
H: 7.04942 4.40320 -3.53592  0.096
H: 2.70183 1.17926 0.33113  0.097
H: -1.76633 9.22562 -3.52671  0.092
C: 2.84051 5.90303 -0.58738  -0.027
H: 3.43092 -6.07230 5.15019  0.109
O: 5.09699 5.06493 -5.37478  0.007
H: 7.71921 5.58462 -4.67863  0.095
H: -8.47942 -3.41332 -2.96887  0.092
H: -8.22681 -8.00281 -3.08459  0.094
C: -4.73032 -5.00254 1.87028  -0.043
H: 5.24277 8.48370 3.17551  0.090
N: 0.15454 8.86237 -4.24446  -0.190
H: -3.40058 -0.95031 1.18951  0.070
H: 0.80679 8.59351 -0.00735  0.086
H: -7.90642 -8.31710 0.13340  0.094
H: -6.67784 -0.06010 3.77978  0.087
C: -2.68682 -4.45635 0.54008  -0.036
C: -7.94290 -7.36629 -0.40452  -0.045
C: 8.25963 -7.45355 1.57267  -0.045
N: 1.64645 6.69558 -0.35771  -0.182
H: -10.46684 -2.93450 0.52453  0.086
C: 5.75356 4.18480 -5.90019  -0.338
H: -8.95278 -7.19024 -0.77080  0.064
C: -9.44219 -2.95121 -2.73829  -0.039
C: 0.37089 -3.71252 -0.22547  -0.286
C: 6.91026 -5.81131 0.40965  -0.347
H: 2.41481 8.31416 0.70156  0.072
C: 1.51591 -4.58046 0.48483  0.063
O: 6.04078 -6.61306 0.11962  0.004
C: -6.76140 -1.14757 3.78689  -0.046
H: -9.20424 -1.90425 -0.18956  0.085
H: 1.77148 2.33299 -7.10871  0.085
H: 2.62979 1.97726 -5.59092  0.096
C: -7.46481 -0.64650 6.13073  -0.063
H: 1.82656 10.03762 -3.99275  0.131
H: 5.36043 3.59339 -6.74245  0.118
N: 1.68395 3.82866 -5.63469  -0.181
C: 2.98117 -5.30254 3.11937  -0.183
H: -8.24631 0.04067 5.79566  0.088
C: 0.42534 4.20620 -5.98681  -0.338
C: 9.03257 -5.08310 1.42036  -0.063
H: -5.78959 -1.59225 3.56065  0.082
H: -5.05645 -7.63370 -2.14240  0.129
H: 6.99673 5.13060 1.45353  0.131
N: 7.01397 3.82216 -5.53630  -0.200
O: -0.36758 -4.16480 -1.13021  0.025
H: 2.18702 -4.50561 3.35101  0.118
H: -0.81528 -1.73626 0.34469  0.113
O: 0.58165 10.14760 -2.39739  -0.008
O: 3.81715 -1.66203 0.90657  0.051
H: -5.38248 -4.86181 1.00492  0.088
C: 1.75909 1.34075 0.94917  -0.155
H: 4.04059 -5.59836 1.07594  0.099
O: -9.89973 -5.61436 -2.08950  -0.018
H: 0.56971 1.86381 -0.90919  0.086
H: -7.65495 -6.56531 0.28158  0.090
H: -10.16590 -3.25232 -3.49972  0.093
H: 2.92528 5.14802 0.19853  0.095
H: -0.92093 7.85990 -2.76976  0.083
H: 0.54980 -0.64586 3.25622  0.103
H: 7.43325 -7.74971 2.22334  0.090
H: 9.20059 -7.52642 2.11857  0.087
C: -1.10489 8.37611 -3.71502  -0.034
C: 2.61233 -3.86667 1.02054  -0.100
H: -4.45105 -6.05584 1.94809  0.087
H: 9.99041 -5.37767 0.98396  0.090
O: 2.25590 -4.80219 7.07273  -0.323
H: -5.26638 -4.70642 2.77391  0.070
O: -0.21379 5.09491 -5.45464  -0.003
H: 6.05456 8.71962 1.60409  0.097
H: 5.53103 6.18339 4.24825  0.091
H: 2.44650 -6.26465 2.84201  0.118
H: -0.40023 6.76003 -0.14746  0.134
N: -3.53152 -4.20709 1.69099  -0.173
H: 2.41638 5.58380 -4.78443  0.088
H: 3.30549 3.15654 -6.74654  0.062
N: -7.20650 -1.61587 5.08568  -0.200
C: 2.38488 2.76011 -6.31376  -0.051
H: 3.45099 -3.14668 4.52471  0.116
C: -3.17209 -3.23444 2.56551  -0.339
H: 0.80157 3.32769 0.27167  0.040
S: 3.44725 -3.93058 6.82942  0.726
O: 0.22869 0.07882 2.67906  0.066
C: 7.65472 4.52099 -4.43780  -0.039
H: -6.73606 0.64332 0.87034  0.129
H: -7.47725 -1.46648 3.02579  0.091
C: 2.34248 4.52192 -4.54131  -0.048
C: 5.44118 8.03946 2.19985  -0.037
H: 2.05998 1.95306 1.87905  0.108
H: 3.72817 6.53617 -0.58485  0.072
C: -5.68689 -7.62058 -1.23854  -0.349
H: 1.54796 8.84882 -5.82078  0.085
C: 3.73023 -4.75901 1.77670  -0.130
H: -6.67864 -7.28088 -3.58419  0.083
H: -3.09679 -5.26123 -0.07044  0.096
H: -7.70786 -3.20374 6.30029  0.130
H: 7.13576 2.32742 -7.01082  0.084
C: 3.95834 -5.40681 4.38116  -0.194
C: 6.45714 6.30355 3.68031  -0.062
N: -9.89480 -3.41637 -1.44136  -0.193
C: 6.47152 6.07312 1.23034  -0.342
H: 7.98333 1.98167 -5.48521  0.090
H: 6.84201 -4.75317 0.10959  0.135
H: -1.57700 7.69199 -4.42022  0.089
H: 3.33688 4.11632 -4.37211  0.068
H: 8.65687 3.16969 -6.63391  0.090
C: 0.61599 2.19645 0.17887  -0.106
H: -0.16059 8.69034 -6.29399  0.092
N: 6.13814 6.77643 2.34827  -0.202
H: 0.01504 3.61969 -6.82478  0.130
N: 8.04130 -6.09473 1.11436  -0.205
C: 0.58790 8.40632 -5.54957  -0.055
H: 9.13704 -5.00158 2.50548  0.087
O: 0.26438 4.87256 -0.48050  -0.028
H: -3.58780 -0.70396 -0.55982  0.099
C: 0.20769 -2.22259 0.34968  0.077
H: 5.16719 -3.65174 5.12833  0.110
C: 4.05321 -3.93910 5.07560  -0.216
H: 7.09576 7.03849 4.17710  0.089
C: 2.71946 -2.26464 0.92345  -0.221
H: -2.61514 -3.54339 -0.05512  0.084
H: 8.73923 -4.11325 1.01607  0.085
C: 1.77919 8.12699 -0.16826  -0.052
H: 6.97849 5.34616 3.64096  0.084
O: -5.21540 -7.78031 -0.12758  -0.006
N: -7.00286 -7.40859 -1.50801  -0.184
H: -3.92218 2.21120 1.69655  0.092
H: 4.64794 -4.13081 2.01409  0.108
O: -2.17661 -2.53032 2.47207  -0.018
O: 4.70115 -4.26365 7.91459  -0.188
N: -4.69006 0.58937 0.64307  -0.191
C: -5.89379 -0.04296 0.68244  -0.365
H: 4.97766 -5.80036 4.06552  0.114
H: -4.11011 2.45998 -0.06035  0.092
O: -6.06779 -1.23904 0.53165  -0.005
H: -2.60952 0.44095 0.39964  0.083
H: 8.65462 4.12314 -4.26304  0.087
H: 4.49825 7.86890 1.67506  0.070
C: -10.08241 -4.74982 -1.24981  -0.327
C: -3.49431 -0.19675 0.40417  -0.030
C: -7.49426 -7.22320 -2.86099  -0.059
H: 2.24078 8.56144 -1.05708  0.083
H: 8.28228 -8.12356 0.71002  0.095
H: -1.68841 -4.72885 0.88469  0.079
H: -6.54870 -0.08520 6.33197  0.090
H: -9.33775 -1.86613 -2.74004  0.088
H: 0.68681 7.31860 -5.52798  0.059
B: 1.08565 -0.01770 1.50204  -0.370
H: -0.37078 1.97727 0.72716  0.072
C: -7.36772 -2.95424 5.28225  -0.342
C: -10.13211 -2.44577 -0.39151  -0.053
C: 7.73583 2.76165 -6.20984  -0.060

Forces on atoms 1 to 2 (eV/Å):
H 0.02 0.08 0.04
C 0.18 -0.19 -0.05

Summary:
- LUMO level (eV) = -0.872
- total charge = 0
- Kohn-Sham gap (eV) = 7.649
- highest occupied orbital energy (eV) = -8.522

No. 3
C50H45BrCl5FN3O2P2ReS | ωB97M-V/def2-TZVPD

Last column: Löwdin charge in e.
Cartesian coordinates (Å):
P: 0.25147 -1.27729 2.90227  1.105
C: -3.95933 -1.89801 -4.17721  -0.058
C: 2.88104 5.66673 2.99259  -0.059
H: -0.61505 5.73706 -4.46202  0.104
H: 0.02453 -3.80263 7.99282  0.102
H: -6.37026 -0.29727 0.52000  0.111
C: 3.23677 5.60735 1.65490  -0.105
C: -0.28704 4.92025 -3.81844  -0.089
O: -0.22189 2.73119 0.18810  -0.088
H: 5.07700 -1.88932 1.89412  0.082
C: -2.48260 -0.84338 -2.60755  -0.429
C: -5.42476 0.21559 0.42249  -0.064
C: 3.75865 -3.00795 -1.87576  -0.697
C: 4.17818 -1.81171 -1.30650  -0.706
H: 2.03187 2.06001 -6.97147  0.104
Cl: 1.94891 -4.47881 -3.21974  0.715
H: -1.94729 -2.67424 7.02505  0.104
C: 0.22514 -2.27878 4.45129  -0.369
C: 1.33174 -2.91948 5.00164  -0.084
H: -2.70685 -2.73666 -0.33321  0.082
C: 3.64916 0.89609 3.17231  -0.081
N: -1.19734 -2.69155 1.02652  -0.201
C: 4.31009 -1.22919 2.27032  -0.119
C: -3.00722 1.51757 0.17173  -0.085
H: 0.62559 1.00257 -6.79797  0.105
H: -4.04613 3.27627 0.79650  0.111
C: 2.46091 -3.07531 -2.37628  -0.707
H: -4.15591 -0.94525 -6.08156  0.109
C: 2.99854 -1.66314 2.30784  -0.110
Br: 2.98303 4.69595 -1.02312  0.830
H: 0.70841 -2.01485 0.59043  0.058
Cl: 0.08156 -2.09706 -3.00253  0.791
H: 0.98258 -0.18784 -4.61862  0.066
C: -3.69156 -0.91034 -5.10924  -0.068
H: 3.40571 6.34698 3.64479  0.113
H: 1.60730 4.90853 4.53782  0.113
C: -1.67012 -2.39822 -0.28731  -0.271
C: -1.58992 -4.46686 2.62211  -0.026
Cl: 5.82020 -1.66634 -0.84612  0.729
C: 1.75541 0.58305 -4.56906  -0.055
H: -2.07215 2.03854 0.08276  0.052
C: -3.35662 -1.87305 -2.93089  -0.089
Cl: 4.83349 -4.33255 -2.02619  0.736
H: 2.26108 -2.97375 4.45239  0.092
F: 0.22312 0.22006 1.06378  -0.471
H: -0.63537 -4.90036 2.36664  0.113
N: 1.25296 1.85484 -5.02708  -0.175
H: -1.80452 -1.68449 4.77018  0.092
C: -3.63951 -4.57544 3.86095  -0.088
C: 2.00914 -0.82737 2.81139  -0.394
C: 0.75845 2.76408 -4.18504  -0.593
C: 1.49685 4.74099 -5.43544  -0.026
C: -3.29167 -2.80528 2.27358  -0.024
H: 2.58543 0.28100 -5.20669  0.112
H: -1.15817 4.38316 -3.44652  0.074
H: 0.25424 5.33640 -2.96308  0.084
O: 1.83528 2.08976 -0.09347  -0.306
H: -3.62870 -1.89412 1.80591  0.086
C: -5.33255 1.56405 0.73125  -0.066
H: 2.11217 0.65985 -3.54235  0.050
C: 1.55422 3.91363 1.31179  -0.168
C: 1.61062 -1.98787 -2.20692  -0.668
H: 2.26589 4.07820 -5.81838  0.089
C: -0.95337 -2.20178 5.19169  -0.127
C: -1.03488 -2.75813 6.45366  -0.084
C: 0.14454 -2.47303 1.40819  -0.308
C: 1.20876 3.97898 2.65349  -0.010
C: 1.24292 -3.48374 6.26168  -0.083
H: -4.45119 -1.50657 -0.34388  0.097
H: -4.64481 -2.69661 -4.41845  0.113
C: -4.32171 -0.47663 -0.04258  -0.110
H: -6.20968 2.10201 1.05359  0.108
Re: 0.45200 0.71545 -0.86743  1.369
H: 3.89750 1.89818 3.49575  0.104
P: -1.66174 -0.62857 -0.98662  0.978
H: 5.65824 0.38765 2.63577  0.107
H: -1.54084 0.94583 -3.29130  0.014
H: -2.60634 0.89509 -5.51447  0.104
H: 4.04206 6.21184 1.26471  0.106
H: 0.43385 3.32519 3.02614  0.127
C: 1.92657 -0.80594 -1.50988  -0.315
S: 0.28400 2.45246 -2.56562  0.806
H: 2.10456 -3.97800 6.68428  0.102
C: 3.29180 -0.74085 -1.14141  -0.668
Cl: 4.00528 0.68617 -0.52947  0.815
H: 0.97682 5.22909 -6.26317  0.107
C: 2.34208 0.45338 3.24064  -0.105
N: 0.54737 4.02882 -4.59857  -0.205
C: 1.86976 4.86117 3.49187  -0.056
C: -3.09041 0.17042 -0.15835  -0.327
C: 1.07605 1.93731 -6.46105  -0.026
C: 0.99102 2.86552 0.42107  -0.694
C: 0.06965 -3.39522 6.99442  -0.085
C: 4.63501 0.05050 2.68990  -0.109
H: 0.41221 2.75283 -6.73070  0.096
C: -2.02989 -3.31370 1.96840  -0.259
H: 1.56554 1.10201 3.62516  0.092
C: -4.12351 2.21838 0.59356  -0.060
C: 2.56183 4.73397 0.82451  -0.578
H: -5.06086 -3.03025 3.44456  0.105
C: -4.08714 -3.43547 3.21283  -0.078
H: 1.98747 5.50915 -4.82962  0.107
C: -2.38895 -5.09110 3.55762  -0.074
H: -3.57644 -2.67172 -2.24027  0.102
H: 0.63579 -3.39211 1.74015  0.078
C: -2.81861 0.11756 -4.79431  -0.071
H: -4.25897 -5.06188 4.59831  0.102
H: -1.08950 -2.97035 -1.02300  0.057
H: -2.03730 -5.99238 4.03752  0.109
C: -2.22546 0.14939 -3.54804  -0.147
H: 2.75474 -2.64832 1.93825  0.102

Forces on atoms 1 to 2 (eV/Å):
P -0.66 -0.29 0.40
C -0.07 -0.01 -0.09

Summary:
- LUMO level (spin up / spin down) (eV) = -5.444 / -4.978
- multiplicity = 2
- total charge = +1
- Kohn-Sham gap (spin up / spin down) (eV) = 3.789 / 4.255
- highest occupied orbital energy (spin up / spin down) (eV) = -9.233 / -9.233